No. 1
# C33H45N4O3

The ion C33H45N4O3 with charge +1 in a non-equilibrium geometry (the ωB97M-V functional and the def2-TZVPD basis, the OMol25 dataset).

Calculated values
relative energy (zero: lowest compared OMol25 entry of this formula, charge and spin): 205.0 kJ/mol
SMILES: COc1ccc([C@H](/C=C/N2[C@H](Cc3ccccc3)C(=O)N(C)C2(C)C)[C@H]2CN(C)CCC2=[N+]2CCOCC2)cc1
net charge: +1
HOMO: -10.2 eV
2S+1: 1
calculated total energy: -1728.8023 hartree
frontier orbital gap: 0.2357 Ha

XYZ file:
```
85
Properties=species:S:1:pos:R:3:forces:R:3
C 0.030 -6.695 -3.055 -0.2 0.5 -0.1
O -0.527 -5.425 -3.507 0.4 -0.6 0.1
C -0.433 -4.300 -2.753 0.2 -0.3 0.3
C -0.795 -3.104 -3.393 0.3 -0.7 0.2
C -0.826 -1.930 -2.677 -0.4 -0.4 0.5
C -0.594 -1.958 -1.305 0.2 1.5 0.1
C -0.880 -0.688 -0.449 0.3 0.1 -4.2
C 0.550 -0.355 0.094 0.8 0.4 1.4
C 1.148 0.796 0.536 -1.2 -0.9 0.1
N 2.431 0.968 1.003 -0.5 -0.1 -0.7
C 2.906 2.314 1.272 0.6 0.5 0.5
C 2.951 3.234 0.050 -0.1 0.1 -0.5
C 3.451 4.635 0.327 0.0 0.0 0.1
C 4.551 5.136 -0.380 -0.1 0.0 0.5
C 5.111 6.361 -0.022 -0.2 0.1 0.2
C 4.544 7.108 1.022 -0.3 -0.1 -0.2
C 3.366 6.663 1.647 0.2 -0.1 -0.2
C 2.825 5.417 1.303 0.4 0.4 0.0
C 4.329 2.071 1.787 0.7 0.1 1.0
O 5.090 2.849 2.363 -1.3 -0.9 -1.1
N 4.608 0.755 1.529 0.2 0.3 0.1
C 5.918 0.196 1.771 0.3 -0.3 0.0
C 3.521 -0.032 0.967 -0.5 0.0 0.0
C 3.202 -1.223 1.903 0.3 0.2 0.1
C 3.896 -0.471 -0.458 0.1 0.0 0.0
C -2.322 -0.901 0.258 0.6 -1.1 3.5
C -1.953 -0.086 1.500 1.1 -0.2 2.1
N -2.761 0.917 2.070 -1.6 0.9 -0.2
C -2.181 1.895 2.956 0.5 0.7 0.0
C -4.153 0.718 2.312 -0.2 0.3 0.1
C -4.632 -0.459 1.452 -0.1 0.1 1.7
C -3.846 -0.710 0.155 -2.3 -1.6 -1.1
N -4.625 -1.199 -0.819 0.1 1.2 2.0
C -6.142 -1.364 -0.655 0.6 0.6 0.0
C -6.840 -1.762 -1.931 0.3 -0.1 -1.3
O -6.230 -1.207 -3.090 0.6 0.1 0.6
C -4.911 -1.705 -3.260 -0.4 -0.3 -0.4
C -3.980 -1.494 -2.063 1.0 -0.1 -1.2
C -0.058 -3.099 -0.706 -0.7 0.0 0.0
C -0.006 -4.294 -1.413 -0.1 0.2 -0.7
H -0.174 -7.372 -3.903 0.1 0.3 0.6
H 1.132 -6.626 -2.895 -0.8 0.1 0.0
H -0.482 -7.057 -2.130 0.4 0.3 -0.7
H -1.060 -3.144 -4.436 0.1 0.0 -0.2
H -1.114 -1.004 -3.161 0.0 0.0 0.0
H -1.167 0.211 -1.084 0.7 -1.1 0.1
H 1.315 -1.129 0.091 -1.0 -0.5 -0.4
H 0.527 1.673 0.669 0.1 0.4 -0.1
H 2.321 2.775 2.073 0.0 0.0 0.0
H 3.610 2.752 -0.692 -0.3 0.2 0.0
H 1.937 3.293 -0.369 0.1 -0.1 -0.1
H 4.984 4.528 -1.175 0.0 0.2 0.2
H 5.985 6.735 -0.559 -0.3 -0.1 0.2
H 4.993 8.062 1.317 -0.2 -0.4 -0.1
H 2.868 7.289 2.397 0.3 -0.3 -0.3
H 1.930 5.045 1.813 0.3 0.2 -0.2
H 6.511 0.958 2.288 -0.1 -0.2 -0.1
H 5.867 -0.707 2.403 0.0 0.4 -0.2
H 6.413 -0.070 0.822 -0.1 0.1 0.4
H 3.256 -0.866 2.945 0.0 -0.2 -0.4
H 2.210 -1.662 1.741 0.3 0.2 -0.1
H 3.953 -2.006 1.737 -0.2 0.1 0.2
H 4.270 0.402 -1.015 -0.1 -0.3 0.1
H 4.699 -1.219 -0.386 -0.2 0.2 -0.2
H 3.055 -0.909 -1.007 0.2 0.1 0.2
H -2.297 -2.066 0.661 -0.5 2.5 -1.3
H -1.016 0.451 1.345 -0.3 -0.5 0.2
H -1.757 -0.929 2.170 0.6 0.2 1.0
H -1.185 1.626 3.276 0.3 -0.4 0.1
H -2.070 2.877 2.485 -0.2 0.0 -0.1
H -2.768 2.059 3.872 0.0 -0.3 -0.3
H -4.363 0.569 3.415 0.0 -0.3 -0.9
H -4.715 1.644 2.036 0.3 -0.6 0.1
H -4.506 -1.364 2.080 0.4 0.1 -0.4
H -5.745 -0.372 1.482 1.0 -0.1 -1.1
H -6.374 -2.109 0.114 0.4 0.2 0.0
H -6.576 -0.407 -0.356 0.5 0.0 0.1
H -6.878 -2.851 -2.022 -0.1 -0.1 -0.1
H -7.846 -1.342 -1.951 0.0 -0.3 0.3
H -4.959 -2.784 -3.475 -0.1 0.2 -0.1
H -4.496 -1.188 -4.136 -0.1 -0.2 0.3
H -3.290 -0.664 -2.277 -0.3 -0.2 0.1
H -3.344 -2.383 -1.946 -0.1 0.1 0.0
H 0.272 -3.093 0.336 -0.2 0.1 -0.2
H 0.343 -5.198 -0.934 0.0 0.0 -0.1
```
Forces are in eV/Å.

Mulliken atomic charge list, values in e, 2 entries: -0.794, -0.453


No. 2
# C24H2Cl3F15GeIrO2S

A structure of composition C24H2Cl3F15GeIrO2S (the ωB97M-V functional and the def2-TZVPD basis, the OMol25 dataset).

Calculated values
relative energy (zero: lowest compared OMol25 entry of this formula, charge and spin): 5.7 kJ/mol
net charge: -1
HOMO (alpha / beta): -4.7 / -4.7 eV
2S+1: 1
calculated total energy: -6524.2709 hartree
frontier orbital gap (alpha / beta): 0.2508 / 0.2508 Ha

XYZ file:
```
49
Properties=species:S:1:pos:R:3:forces:R:3
Ir -0.489 1.971 2.231 0.1 0.1 0.3
Cl -5.182 4.963 -2.560 0.0 0.0 0.0
C -4.333 4.334 -1.171 0.0 0.0 0.0
C -3.012 3.945 -1.292 0.0 0.0 0.0
C -2.375 3.452 -0.172 0.0 0.0 0.1
Cl -0.699 2.979 -0.245 0.0 0.0 -0.1
C -2.977 3.302 1.091 0.1 0.0 -0.1
O -2.375 2.825 2.131 0.0 0.0 0.0
C -4.323 3.731 1.146 0.0 0.0 0.0
Cl -5.159 3.606 2.658 0.0 0.0 0.0
C -4.989 4.233 0.046 0.0 0.0 0.0
H -2.491 4.023 -2.236 0.0 0.0 0.0
H -6.022 4.539 0.139 0.0 0.0 0.0
F 2.238 -2.861 -0.714 0.0 0.0 0.0
C 1.015 -3.414 -0.627 0.0 0.0 0.0
C -0.033 -2.675 -0.107 0.0 0.0 0.0
C -1.257 -3.320 -0.042 0.0 0.0 0.0
F -2.342 -2.701 0.429 0.0 0.0 0.0
C -1.431 -4.628 -0.470 0.0 0.0 0.0
F -2.627 -5.218 -0.398 0.0 0.0 0.0
C -0.355 -5.328 -0.982 0.0 0.0 0.0
F -0.510 -6.586 -1.399 0.0 0.0 0.0
C 0.883 -4.718 -1.066 0.0 0.0 0.0
F 1.927 -5.392 -1.559 0.0 0.0 0.0
Ge 0.319 -0.788 0.434 0.2 -0.3 0.0
S -1.435 0.096 1.318 -0.1 0.0 0.1
C 0.914 -0.063 -1.320 -0.3 0.1 0.0
C 2.214 0.161 -1.730 0.2 0.0 0.1
F 3.248 -0.142 -0.932 -0.1 0.0 -0.2
C 2.524 0.691 -2.972 0.1 0.0 0.0
F 3.796 0.898 -3.328 0.0 0.0 0.0
C 1.508 0.986 -3.862 0.0 0.0 0.0
F 1.795 1.481 -5.066 0.0 0.0 0.0
C 0.193 0.738 -3.506 0.1 0.1 0.0
F -0.791 0.999 -4.370 0.0 0.0 0.0
C -0.076 0.221 -2.251 0.1 -0.1 -0.1
F -1.356 -0.039 -1.971 -0.1 0.0 0.0
C 1.850 -0.801 1.675 -0.1 0.1 -0.1
C 2.642 0.325 1.819 0.0 0.1 -0.1
F 2.457 1.390 1.020 0.1 -0.2 0.1
C 3.643 0.418 2.767 0.0 0.0 0.0
F 4.388 1.520 2.875 0.0 0.0 0.0
C 3.871 -0.652 3.614 -0.1 0.0 0.0
F 4.836 -0.586 4.532 0.0 0.0 0.0
C 3.096 -1.792 3.502 0.0 0.1 0.0
F 3.316 -2.829 4.318 0.0 0.0 0.0
C 2.098 -1.843 2.546 0.0 0.0 0.0
F 1.366 -2.969 2.495 0.0 0.0 0.0
O 0.504 1.517 3.563 -0.1 0.0 -0.1
```
Forces are in eV/Å.

Mulliken atomic charge list, values in e, 2 entries: 0.911, -0.259


No. 3
# BrH14LiO7

A structure of composition BrH14LiO7 in a non-equilibrium geometry (the ωB97M-V functional and the def2-TZVPD basis, the OMol25 dataset).

Calculated values
relative energy (zero: lowest compared OMol25 entry of this formula, charge and spin): 0.0 kJ/mol
HOMO: -10.2 eV
2S+1: 1
calculated total energy: -3116.6123 hartree
frontier orbital gap: 0.3247 Ha

XYZ file:
```
23
Properties=species:S:1:pos:R:3:forces:R:3
Li -2.571 -61.873 -25.566 0.0 -1.2 0.0
Br -0.847 -63.832 -25.912 -0.4 0.6 0.4
O 1.258 -62.559 -28.032 -0.6 3.2 6.0
H 0.735 -62.810 -27.119 1.2 -0.2 -3.3
H 1.564 -61.669 -27.482 -0.4 -2.9 -2.8
O -3.404 -65.898 -27.186 -0.6 -0.3 -1.0
H -3.314 -66.231 -28.100 -0.5 0.1 0.5
H -2.498 -65.691 -27.012 1.2 0.3 0.6
O -0.105 -67.144 -25.822 -5.0 1.2 -1.4
H -0.429 -66.221 -25.650 0.3 -1.2 -0.4
H 0.706 -67.134 -25.463 4.7 -0.2 2.0
O 1.405 -65.748 -28.023 2.3 -2.9 1.7
H 1.024 -64.906 -27.910 -0.4 1.7 0.6
H 1.896 -66.035 -27.156 -1.7 1.3 -2.6
O -2.427 -65.322 -23.223 1.9 -3.5 2.2
H -2.039 -64.695 -23.790 1.0 1.3 -1.3
H -1.606 -65.945 -22.968 -2.9 2.1 -0.9
O -4.147 -63.227 -25.370 2.1 -3.0 -0.7
H -3.792 -64.249 -25.621 -1.5 3.9 0.7
H -4.791 -62.991 -26.038 -0.4 -0.4 -0.3
O 2.365 -62.948 -24.077 2.7 -8.5 -1.7
H 1.730 -63.681 -24.389 1.2 2.3 0.8
H 1.963 -62.197 -23.957 -3.9 6.2 0.9
```
Forces are in eV/Å.

Mulliken atomic charge list, values in e, 2 entries: 0.867, -0.789


No. 4
# C8H10O5PSc

A structure of composition C8H10O5PSc in a non-equilibrium geometry (the ωB97M-V functional and the def2-TZVPD basis, the OMol25 dataset).

Calculated values
relative energy (zero: lowest compared OMol25 entry of this formula, charge and spin): 133.9 kJ/mol
net charge: +2
HOMO (alpha / beta): -15.8 / -15.3 eV
2S+1: 1
calculated total energy: -1788.3731 hartree
frontier orbital gap (alpha / beta): 0.2263 / 0.2102 Ha

XYZ file:
```
25
Properties=species:S:1:pos:R:3:forces:R:3
O 0.400 -0.219 -3.542 -0.5 0.0 -0.1
C 0.800 -0.669 -2.566 2.2 -0.7 0.1
Sc -1.084 -1.280 -0.370 0.0 0.2 -0.6
O -2.076 0.598 -3.045 0.5 -1.4 2.9
C -1.825 0.057 -2.071 -1.4 2.1 -3.2
C -2.464 -1.104 1.286 -3.9 0.1 5.1
O -3.173 -1.079 2.200 2.8 0.0 -3.6
C 0.603 -2.334 0.579 4.0 -2.9 1.2
O 1.555 -2.936 0.834 -3.3 2.2 -0.7
C -1.521 -3.031 -1.753 -0.3 -4.3 -3.8
O -1.609 -3.892 -2.515 0.3 3.4 3.0
H 0.954 -1.367 -1.693 -0.7 0.5 -0.5
C 0.390 0.563 2.455 -0.3 -0.6 0.0
P 0.339 0.693 0.639 0.7 1.3 0.4
C -0.326 2.341 0.313 -0.6 -0.1 -0.1
C 2.043 0.985 0.099 0.4 -0.6 0.1
H -0.651 0.480 2.827 0.6 0.1 0.0
H 0.871 1.445 2.884 -0.1 -0.1 0.0
H 0.954 -0.350 2.731 -0.3 0.5 0.0
H 0.388 3.086 0.656 0.0 0.1 0.0
H -0.495 2.462 -0.756 0.0 0.2 0.0
H -1.269 2.472 0.834 -0.2 0.2 0.0
H 2.437 1.935 0.484 -0.3 -0.2 -0.2
H 2.690 0.195 0.484 0.1 -0.1 -0.1
H 2.071 0.951 -0.995 0.2 0.3 0.2
```
Forces are in eV/Å.

Mulliken atomic charge list, values in e, 2 entries: -0.182, -0.062


No. 5
# C6H15O

A cluster of 2 separate species, C6H15O in total (the ωB97M-V functional and the def2-TZVPD basis, the OMol25 dataset).

Calculated values
relative energy (zero: lowest compared OMol25 entry of this formula, charge and spin): 69.3 kJ/mol
HOMO (alpha / beta): -10.8 / -10.2 eV
2S+1: 2
calculated total energy: -312.7517 hartree
frontier orbital gap (alpha / beta): 0.4329 / 0.3159 Ha

XYZ file:
```
22
Properties=species:S:1:pos:R:3:forces:R:3
C -1.136 -1.495 1.373 0.2 0.2 0.3
C -2.505 -1.035 0.869 0.3 0.0 -0.2
C -2.567 0.480 0.634 0.4 -0.7 0.1
H -0.324 -1.033 0.821 0.0 -0.1 -0.2
H -1.000 -2.577 1.333 -0.1 0.0 0.0
H -0.978 -1.183 2.408 -0.1 0.0 0.1
H -3.254 -1.349 1.599 -0.2 0.0 -0.2
H -2.696 -1.517 -0.095 -0.2 -0.2 0.2
H -3.561 0.791 0.322 -0.1 0.1 0.2
H -2.243 0.981 1.548 -0.2 0.3 -0.1
H -1.862 0.700 -0.168 -0.2 0.3 0.2
C 1.031 0.669 -1.798 0.3 -0.2 0.1
O 0.066 0.238 -0.930 0.1 0.4 -0.3
C 2.429 0.304 -1.287 0.2 -0.3 0.1
C 2.743 0.902 0.084 -0.5 0.3 -0.6
H 0.989 1.773 -1.856 -0.3 -0.1 0.1
H 0.858 0.272 -2.805 0.0 0.1 -0.1
H 3.152 0.638 -2.033 0.0 -0.1 0.0
H 2.463 -0.788 -1.242 0.2 0.0 -0.1
H 3.747 0.680 0.436 0.0 -0.2 0.0
H 1.998 0.561 0.801 0.1 0.0 0.2
H 2.652 1.987 -0.014 0.1 0.0 0.3
```
Forces are in eV/Å.

Mulliken atomic charge list, values in e, 2 entries: -0.794, -0.210